# 1
The following is a DFT calculation (ωB97M-V/def2-TZVPD) of C37H41CsF3N9O3P2S3 as an isolated structure at a distorted geometry.

## Properties
- relative energy (zero: lowest compared OMol25 entry of this formula, charge and spin) (kJ/mol) = 92.8
- lowest unoccupied orbital energy (eV) = 3.75
- spin multiplicity = 1
- total charge = -2
- Kohn-Sham gap (Ha) = 0.209

Geometry (Å):
Cs 0.49 -1.05 -1.45
S 1.16 1.07 2.74
S 0.58 -3.57 -3.54
S -2.48 -0.02 -2.25
P -0.72 0.58 2.16
P -2.49 0.25 -0.23
F 2.30 -4.45 -5.33
F 1.55 -5.98 -3.99
F 3.01 -4.54 -3.29
O 0.35 -3.96 -2.16
O 1.22 -2.26 -3.66
O -0.48 -3.83 -4.47
N -0.56 2.82 -3.27
N 2.74 -3.02 -0.33
N 4.92 0.85 -5.29
N 2.05 1.93 -1.43
N 3.41 -0.89 -5.09
N 4.82 2.58 -3.66
N 3.30 0.77 -3.54
N 4.58 -0.69 -0.67
N 6.37 2.63 -5.35
C -5.13 1.31 -0.29
C -6.08 2.31 -0.12
C -5.69 3.57 0.34
C 3.62 3.73 -1.38
C 3.90 0.27 -4.64
C -3.41 2.80 0.46
C -4.79 -2.51 1.90
C -1.17 -3.54 4.31
C -1.83 1.72 3.12
C 1.88 3.63 0.25
C -4.31 -3.72 1.43
C -0.77 -3.45 2.98
C -2.85 -2.52 -0.07
C -3.79 1.53 0.02
C -1.44 3.03 3.36
C -4.30 -1.31 1.39
C 1.43 2.46 -0.37
C -0.68 -2.22 2.36
C -4.00 2.25 4.07
C -1.45 -2.37 5.01
C -3.32 -1.29 0.40
C -3.33 -3.72 0.44
C 4.23 -2.06 1.38
C -3.60 3.56 4.29
C -1.05 0.54 0.53
C 4.04 -0.70 0.71
C 5.33 1.98 -4.73
C 1.93 -4.70 -4.06
C 2.98 4.27 -0.27
C -1.35 -1.13 4.38
C -0.99 -1.04 3.03
C 3.78 1.92 -3.11
C -4.35 3.81 0.62
C 3.10 -3.04 1.08
C -3.12 1.34 3.49
C 3.12 2.55 -1.92
C -2.31 3.95 3.93
H -0.40 2.85 -2.27
H 5.36 -0.05 -0.75
H -0.35 -2.16 1.33
H -0.43 3.32 3.10
H 2.22 -2.72 1.65
H -2.94 -4.65 0.06
H -1.55 -0.23 4.94
H 2.98 -0.45 0.72
H -4.68 -4.66 1.83
H 2.67 -1.31 -4.54
H 2.00 -3.66 -0.60
H -4.28 4.28 4.73
H -1.25 -4.50 4.80
H 5.19 -2.48 1.03
H -4.03 4.78 0.98
H 6.84 3.31 -4.78
H 3.35 5.18 0.18
H 3.88 -0.37 -1.33
H -6.43 4.35 0.48
H 0.53 1.94 -0.01
H -2.08 -2.55 -0.83
H -3.46 0.33 3.32
H 3.77 -1.32 -5.92
H 4.32 -1.95 2.46
H -5.55 -2.49 2.68
H 4.52 0.07 1.31
H -5.43 0.35 -0.69
H -7.12 2.12 -0.36
H 0.12 2.15 -3.61
H -1.99 4.97 4.09
H 3.37 -4.03 1.47
H -4.70 -0.38 1.76
H -2.37 2.97 0.69
H 4.49 4.19 -1.83
H 6.93 2.06 -5.96
H 3.54 -3.17 -0.94
H 1.36 3.98 1.13
H -5.00 1.94 4.35
H -0.53 -4.35 2.42
H -1.44 2.31 -3.33
H -1.75 -2.42 6.05

---

# 2
The following is a DFT calculation (ωB97M-V/def2-TZVPD) of C36H43IrN2P2S3SbSi2 as an isolated structure at a distorted geometry.

## Properties
- relative energy (zero: lowest compared OMol25 entry of this formula, charge and spin) (kJ/mol) = 41.3
- lowest unoccupied orbital energy (spin up / spin down) (eV) = 0.19 / -1.93
- spin multiplicity = 6
- total charge = 0
- Kohn-Sham gap (spin up / spin down) (Ha) = 0.215 / 0.194
- expectation value of S² = 8.791

Geometry (Å):
Ir 0.09 -0.17 -0.26
Sb -1.52 -1.79 -2.77
S -0.44 -2.47 -0.66
S -3.72 -1.55 -2.10
S -0.66 0.49 -2.62
P 1.78 1.87 -0.20
P 2.13 -0.58 -1.55
Si 0.72 1.14 3.86
Si -1.53 -1.23 3.22
N -1.57 1.02 0.67
N 2.63 1.03 -1.43
C -0.67 0.41 2.83
C -0.28 -2.63 3.32
C -2.97 -1.56 2.05
C 2.71 -2.35 -3.60
C -2.47 1.66 -0.08
C 5.27 -2.96 0.86
C 5.50 2.69 1.33
C -0.81 4.89 -1.08
C -2.29 2.28 2.56
C 2.34 0.27 3.44
C 3.98 -2.80 1.34
C 4.71 -1.69 -1.11
C -0.41 5.31 -2.34
C 2.55 -0.04 -4.27
C 0.94 3.23 -1.07
C 2.98 -2.71 -4.91
C -0.13 3.86 -0.45
C 4.37 2.05 0.83
C 1.33 3.65 -2.34
C -3.32 2.62 0.43
C 5.64 -2.40 -0.36
C 2.83 -0.40 -5.58
C 3.24 2.78 0.48
C 0.66 4.69 -2.97
C 3.41 -1.53 -0.64
C 3.24 4.16 0.67
C 2.53 -1.01 -3.27
C -3.21 2.95 1.77
C 4.37 4.80 1.16
C 3.05 -1.73 -5.90
C -2.29 -1.00 4.95
C 5.50 4.07 1.48
C -1.50 1.27 2.00
C 0.41 0.92 5.72
C 3.05 -2.08 0.59
C 0.95 2.98 3.51
H 2.15 3.15 -2.84
H -2.76 -0.02 5.06
H 2.33 -0.78 3.73
H -0.43 3.55 0.55
H -3.06 -1.76 5.12
H 4.38 0.97 0.71
H 5.00 -1.26 -2.06
H 2.52 0.31 2.37
H -4.05 3.09 -0.21
H 5.99 -3.53 1.43
H 2.03 -1.96 0.94
H 6.39 4.57 1.85
H -0.69 -3.47 3.89
H 2.34 0.99 -4.02
H 3.69 -3.24 2.28
H -1.65 5.36 -0.59
H -2.66 -1.60 1.01
H 1.27 3.13 2.48
H 0.97 5.01 -3.95
H -3.74 -0.78 2.14
H 3.13 -3.75 -5.17
H -0.94 6.11 -2.85
H 1.19 1.45 6.29
H 2.65 -3.10 -2.83
H 1.73 3.38 4.16
H 0.64 -2.31 3.81
H 3.57 1.31 -1.68
H 3.18 0.75 3.94
H 2.85 0.35 -6.35
H -0.56 1.33 6.01
H 0.44 -0.13 6.00
H -0.03 -3.01 2.32
H -1.53 -1.11 5.72
H 6.65 -2.53 -0.73
H -2.48 1.40 -1.13
H 6.37 2.11 1.58
H 2.36 4.74 0.41
H -3.83 3.73 2.20
H -3.44 -2.52 2.29
H 4.35 5.88 1.29
H 3.27 -2.01 -6.92
H 0.05 3.58 3.66
H -2.20 2.49 3.62

---

# 3
The following is a DFT calculation (ωB97M-V/def2-TZVPD) of C3H5NO2 as an isolated structure.

## Properties
- relative energy (zero: lowest compared OMol25 entry of this formula, charge and spin) (kJ/mol) = 150.3
- lowest unoccupied orbital energy (eV) = 0.80
- spin multiplicity = 1
- total charge = 0
- Kohn-Sham gap (Ha) = 0.396

Geometry (Å):
O -0.16 2.11 0.65
O -1.73 0.57 -0.08
N 1.58 -0.32 0.12
C -1.10 -0.72 0.17
C 0.26 -0.11 -0.38
C -0.48 1.13 0.05
H -1.14 -0.87 1.25
H 1.84 0.44 0.74
H 2.27 -0.36 -0.63
H 0.22 -0.24 -1.47
H -1.59 -1.53 -0.37

---

# 4
The following is a DFT calculation (ωB97M-V/def2-TZVPD) of C4H15N2O2 as an isolated structure at a distorted geometry.

## Properties
- relative energy (zero: lowest compared OMol25 entry of this formula, charge and spin) (kJ/mol) = 1237.9
- lowest unoccupied orbital energy (eV) = -8.79
- spin multiplicity = 1
- total charge = +1
- Kohn-Sham gap (Ha) = 0.089

Geometry (Å):
O -1.94 2.09 -0.69
O -1.89 -2.08 1.44
N 3.15 -0.72 -0.81
N -2.68 0.35 1.28
C -3.30 -1.06 -0.62
C -3.35 0.24 0.10
C 4.38 -0.15 -0.63
C 4.36 1.05 0.30
H -2.07 2.94 -1.13
H -2.21 -0.57 1.62
H -2.60 1.04 -0.53
H 5.18 1.76 0.28
H -3.84 -1.81 -0.02
H 3.37 -1.71 -1.01
H 4.72 0.21 -1.67
H -3.75 -0.96 -1.62
H 5.15 -0.91 -0.35
H -2.26 -1.38 -0.71
H 3.99 0.75 1.28
H -1.64 -2.61 2.20
H 3.55 1.66 -0.16
H -4.32 0.74 0.17
H -2.00 1.13 1.31

---

# 5
The following is a DFT calculation (ωB97M-V/def2-TZVPD) of C37H27CaCl2N9O12Se as an isolated structure.

## Properties
- relative energy (zero: lowest compared OMol25 entry of this formula, charge and spin) (kJ/mol) = 0.0
- lowest unoccupied orbital energy (eV) = 3.51
- spin multiplicity = 1
- total charge = -2
- Kohn-Sham gap (Ha) = 0.227

Geometry (Å):
Se 2.53 -4.06 1.10
Ca -0.54 -0.68 -1.40
Cl -2.00 -3.95 -5.44
Cl -2.82 -1.35 -6.48
O -0.91 -0.70 -4.34
O -2.40 -0.21 0.42
O -2.51 0.75 -2.01
O -4.76 4.86 3.14
O 0.36 0.22 0.76
O -4.44 5.62 1.16
O -2.57 -0.77 3.06
O -1.63 -2.24 -2.87
O 1.62 -1.01 -2.24
O -2.68 2.88 -2.23
O -4.08 0.32 4.14
O 2.94 -2.39 -4.21
N -3.35 0.16 3.16
N -2.72 1.87 -1.55
N -4.41 4.71 1.98
N 0.62 1.43 -1.45
N 0.29 2.24 -0.38
N 2.88 -1.49 2.31
N 2.99 -1.42 0.14
N -2.05 -6.82 3.29
N -0.71 -2.76 0.06
C -0.67 2.07 4.33
C -1.27 -5.06 0.37
C 3.51 1.04 -0.08
C 3.24 -0.13 0.59
C -1.40 -4.85 1.74
C -0.18 2.19 1.96
C -0.94 -3.98 -0.43
C -3.96 3.41 1.55
C -0.25 1.47 3.15
C -3.41 1.15 2.10
C -0.52 3.54 1.98
C 2.52 1.72 -4.52
C -2.57 -2.31 -5.01
C 3.30 -0.37 -5.38
C 3.67 2.19 0.69
C -2.91 0.85 0.75
C 1.74 -3.15 -4.17
C -3.90 2.38 2.47
C 2.76 -1.02 -4.30
C -1.76 -5.94 2.60
C -3.08 2.00 -0.15
C -0.83 -2.57 1.37
C -1.58 -1.67 -4.00
C 3.19 1.02 -5.50
C 2.07 -0.34 -3.25
C -1.19 -3.58 2.25
C 0.19 1.48 0.70
C 2.78 -2.25 1.18
C 1.35 1.91 -2.37
C 3.16 -0.18 1.98
C 3.32 0.96 2.76
C -1.02 3.41 4.33
C 3.57 2.14 2.08
C -3.55 3.22 0.24
C 2.68 -1.96 3.66
C 1.94 1.07 -3.41
C -0.94 4.15 3.15
H 1.90 -1.37 4.14
H 3.85 3.13 0.20
H 3.23 0.93 3.83
H -4.21 2.53 3.49
H 0.00 0.41 3.11
H 1.62 2.97 -2.34
H 3.61 -1.88 4.23
H 1.97 -4.13 -4.57
H -1.23 5.19 3.15
H -1.30 -3.37 3.31
H 2.38 -3.01 3.61
H -0.47 4.10 1.05
H 1.36 -3.24 -3.15
H -1.43 -6.04 -0.06
H -3.54 -2.44 -4.54
H 3.81 -0.96 -6.13
H 0.97 -2.68 -4.79
H -1.37 3.88 5.24
H -3.59 4.03 -0.47
H 2.42 2.79 -4.59
H 2.69 -1.60 -0.83
H -0.65 -1.56 1.71
H 3.62 1.53 -6.35
H -0.74 1.49 5.24
H 3.68 3.06 2.65
H -0.86 -4.08 -1.51
H 3.57 1.07 -1.16

---

# 6
The following is a DFT calculation (ωB97M-V/def2-TZVPD) of a 10-piece molecular cluster, H18NO12 overall at a distorted geometry.

## Properties
- relative energy (zero: lowest compared OMol25 entry of this formula, charge and spin) (kJ/mol) = 294.8
- lowest unoccupied orbital energy (eV) = 2.61
- spin multiplicity = 1
- total charge = -1
- Kohn-Sham gap (Ha) = 0.356

Geometry (Å):
O -4.85 5.90 18.15
O -5.40 8.05 15.59
O -1.43 9.07 18.29
O 1.37 8.03 18.45
O 0.30 10.85 16.71
O -3.52 10.46 15.99
O -0.08 5.70 19.11
O -6.01 9.44 17.79
O -2.14 7.29 19.07
O -2.65 6.99 15.97
O -3.47 8.72 18.37
O -2.36 3.96 19.14
N -2.37 8.47 18.84
H -4.14 6.54 18.43
H -5.93 7.28 15.71
H -3.19 9.93 16.80
H -0.75 6.32 19.30
H -5.14 9.39 18.08
H -6.17 10.21 17.23
H -2.75 10.76 15.58
H -2.77 6.95 16.91
H -1.59 4.45 19.22
H 0.65 7.37 18.59
H -5.56 8.57 16.38
H -3.47 7.34 15.70
H -0.12 11.03 15.85
H -2.61 3.93 18.20
H -0.23 10.34 17.31
H -0.16 5.85 18.15
H 1.12 8.94 18.53
H -4.34 5.57 17.34

---

# 7
The following is a DFT calculation (ωB97M-V/def2-TZVPD) of a 4-piece molecular cluster, C30H62BrIN4O3 overall at a distorted geometry.

## Properties
- lowest unoccupied orbital energy (eV) = 0.13
- spin multiplicity = 1
- total charge = 0
- Kohn-Sham gap (Ha) = 0.302
- SMILES = C=CC[C@]1(CC(=O)Br)OC(=O)[C@@H](I)[C@H]1NCCC.CCN(CC)CC.CCN(CC)CC.CCN(CC)CC

Geometry (Å):
I 3.71 3.52 6.13
Br 6.65 2.55 0.61
O 4.64 -0.07 6.73
O 5.17 0.92 4.77
O 3.93 2.58 0.82
N 6.44 7.94 -1.72
N -2.84 -3.51 1.03
N -8.28 -4.70 -2.43
N 1.97 2.04 3.44
C -2.93 -2.72 -0.18
C 4.66 -0.15 2.76
C -3.25 -3.44 -1.49
C 4.36 1.13 3.55
C 4.37 0.68 5.85
C 0.69 1.43 3.08
C 3.93 -0.33 1.46
C -9.64 -5.06 -4.56
C 8.35 6.58 -0.70
C -0.47 -4.14 0.66
C 5.60 6.80 -2.05
C -6.50 -3.54 -3.71
C -4.10 -3.86 1.66
C -8.60 -5.79 -1.52
C 0.24 1.88 1.69
C 2.65 -0.65 1.35
C 2.92 1.22 4.13
C 4.93 2.45 2.98
C 4.77 6.31 -0.87
C 7.94 7.86 -3.79
C -0.87 0.99 1.14
C 3.13 1.52 5.62
C 4.91 2.53 1.47
C 6.97 8.63 -2.88
C -9.35 -4.25 -3.29
C -4.97 -4.93 0.99
C -1.88 -4.60 1.00
C -6.98 -4.83 -3.05
C -8.74 -7.19 -2.11
C 7.35 7.75 -0.61
H -6.26 -5.10 -2.27
H 5.74 -0.23 2.65
H -10.26 -4.18 -2.69
H -0.88 0.98 0.05
H -2.17 -5.40 0.29
H 2.14 -1.24 2.10
H 4.50 -0.16 0.54
H -3.88 -4.19 2.68
H 2.28 1.30 6.25
H 4.92 7.12 -2.84
H -9.65 -7.31 -2.69
H -0.38 -3.80 -0.37
H -4.30 -3.74 -1.54
H -8.79 -7.92 -1.29
H 6.17 5.95 -2.45
H -0.08 1.71 3.80
H 5.93 2.58 3.37
H -6.55 -2.71 -3.01
H -1.97 -2.19 -0.31
H 2.11 -0.36 0.45
H -2.63 -4.32 -1.64
H 2.38 2.47 2.62
H 7.90 8.68 -0.46
H -4.69 -2.94 1.77
H 1.10 1.91 1.01
H -5.47 -3.66 -4.04
H 4.06 5.56 -1.21
H -10.31 -4.49 -5.21
H -7.09 -3.29 -4.60
H -1.87 -5.06 1.99
H -9.52 -5.53 -0.99
H 6.76 7.62 0.30
H -1.86 1.34 1.44
H 8.81 6.43 0.28
H 7.46 9.54 -2.54
H -5.78 -5.22 1.66
H -7.89 -7.46 -2.73
H 2.61 0.16 4.17
H -5.44 -4.56 0.07
H 4.37 -0.98 3.42
H 8.10 8.42 -4.71
H 4.31 3.29 3.31
H -9.13 -3.22 -3.60
H -3.07 -2.77 -2.33
H -10.13 -6.01 -4.35
H 9.15 6.77 -1.41
H 6.12 8.95 -3.49
H -7.82 -5.81 -0.75
H -0.17 -3.33 1.32
H -0.79 -0.05 1.47
H -4.40 -5.83 0.75
H -3.66 -1.92 -0.02
H 4.21 7.14 -0.43
H -6.94 -5.64 -3.79
H 0.75 0.34 3.10
H 5.38 5.86 -0.09
H 8.91 7.71 -3.33
H 7.54 6.88 -4.08
H 7.86 5.65 -0.97
H -8.73 -5.26 -5.13
H 0.23 -4.97 0.79
H -0.15 2.89 1.78

---

Copy entry 2 word for word.
The following is a DFT calculation (ωB97M-V/def2-TZVPD) of C36H43IrN2P2S3SbSi2 as an isolated structure at a distorted geometry.

## Properties
- relative energy (zero: lowest compared OMol25 entry of this formula, charge and spin) (kJ/mol) = 41.3
- lowest unoccupied orbital energy (spin up / spin down) (eV) = 0.19 / -1.93
- spin multiplicity = 6
- total charge = 0
- Kohn-Sham gap (spin up / spin down) (Ha) = 0.215 / 0.194
- expectation value of S² = 8.791

Geometry (Å):
Ir 0.09 -0.17 -0.26
Sb -1.52 -1.79 -2.77
S -0.44 -2.47 -0.66
S -3.72 -1.55 -2.10
S -0.66 0.49 -2.62
P 1.78 1.87 -0.20
P 2.13 -0.58 -1.55
Si 0.72 1.14 3.86
Si -1.53 -1.23 3.22
N -1.57 1.02 0.67
N 2.63 1.03 -1.43
C -0.67 0.41 2.83
C -0.28 -2.63 3.32
C -2.97 -1.56 2.05
C 2.71 -2.35 -3.60
C -2.47 1.66 -0.08
C 5.27 -2.96 0.86
C 5.50 2.69 1.33
C -0.81 4.89 -1.08
C -2.29 2.28 2.56
C 2.34 0.27 3.44
C 3.98 -2.80 1.34
C 4.71 -1.69 -1.11
C -0.41 5.31 -2.34
C 2.55 -0.04 -4.27
C 0.94 3.23 -1.07
C 2.98 -2.71 -4.91
C -0.13 3.86 -0.45
C 4.37 2.05 0.83
C 1.33 3.65 -2.34
C -3.32 2.62 0.43
C 5.64 -2.40 -0.36
C 2.83 -0.40 -5.58
C 3.24 2.78 0.48
C 0.66 4.69 -2.97
C 3.41 -1.53 -0.64
C 3.24 4.16 0.67
C 2.53 -1.01 -3.27
C -3.21 2.95 1.77
C 4.37 4.80 1.16
C 3.05 -1.73 -5.90
C -2.29 -1.00 4.95
C 5.50 4.07 1.48
C -1.50 1.27 2.00
C 0.41 0.92 5.72
C 3.05 -2.08 0.59
C 0.95 2.98 3.51
H 2.15 3.15 -2.84
H -2.76 -0.02 5.06
H 2.33 -0.78 3.73
H -0.43 3.55 0.55
H -3.06 -1.76 5.12
H 4.38 0.97 0.71
H 5.00 -1.26 -2.06
H 2.52 0.31 2.37
H -4.05 3.09 -0.21
H 5.99 -3.53 1.43
H 2.03 -1.96 0.94
H 6.39 4.57 1.85
H -0.69 -3.47 3.89
H 2.34 0.99 -4.02
H 3.69 -3.24 2.28
H -1.65 5.36 -0.59
H -2.66 -1.60 1.01
H 1.27 3.13 2.48
H 0.97 5.01 -3.95
H -3.74 -0.78 2.14
H 3.13 -3.75 -5.17
H -0.94 6.11 -2.85
H 1.19 1.45 6.29
H 2.65 -3.10 -2.83
H 1.73 3.38 4.16
H 0.64 -2.31 3.81
H 3.57 1.31 -1.68
H 3.18 0.75 3.94
H 2.85 0.35 -6.35
H -0.56 1.33 6.01
H 0.44 -0.13 6.00
H -0.03 -3.01 2.32
H -1.53 -1.11 5.72
H 6.65 -2.53 -0.73
H -2.48 1.40 -1.13
H 6.37 2.11 1.58
H 2.36 4.74 0.41
H -3.83 3.73 2.20
H -3.44 -2.52 2.29
H 4.35 5.88 1.29
H 3.27 -2.01 -6.92
H 0.05 3.58 3.66
H -2.20 2.49 3.62